(1)
56
Properties=species:S:1:pos:R:3 method="wB97M-V/def2-TZVPD" charge=+3 largest_force_ev_per_a=1.5 orbital_gap_ev="7.933 / 5.437" multiplicity=5 e_homo_ev="-16.083 / -17.489"
Ir -0.4620 1.6342 0.1274
C 3.8349 2.5152 1.4601
C 2.5856 2.6867 0.6606
O 1.5377 2.0797 0.9924
N 2.6475 3.4671 -0.4167
C 1.5500 3.6435 -1.3499
C 0.4562 4.5193 -0.7860
C 0.5446 5.8990 -0.8285
C -0.4731 6.6611 -0.2715
C -1.5497 6.0154 0.3151
C -1.5718 4.6344 0.3215
N -0.5892 3.8987 -0.2154
H 4.0967 1.4568 1.4752
H 3.6689 2.8156 2.4941
H 4.6729 3.0733 1.0503
H 3.5109 3.9485 -0.6138
H 1.1120 2.6597 -1.5698
H 1.9489 4.0599 -2.2713
H 1.3976 6.3748 -1.2937
H -0.4285 7.7413 -0.3086
H -2.3588 6.5670 0.7714
H -2.3995 4.0984 0.7639
N -4.3734 -0.5850 -0.0390
C -3.5519 0.1783 0.6606
N -3.2600 -0.1267 1.9164
S -2.9164 1.6259 -0.0515
H -4.9055 -1.3243 0.3989
H -4.6593 -0.3139 -0.9666
H -3.7470 -0.8560 2.4184
H -2.6831 0.4968 2.4544
C 0.7676 -4.8973 -1.4757
N 0.2209 -3.5532 -1.5189
N 0.1009 -2.7861 -0.4342
C -0.2431 -1.4852 -0.8633
O -0.4035 -0.5563 -0.0579
C -0.3600 -1.5401 -2.2760
C -0.0538 -2.8176 -2.6535
C 0.0255 -3.3959 -4.0124
C 0.2186 -3.2521 0.8912
C 0.9828 -2.5134 1.8015
C 1.1237 -2.9772 3.0935
C 0.4844 -4.1486 3.4937
C -0.3030 -4.8608 2.5898
C -0.4346 -4.4252 1.2878
H 1.4842 -4.9744 -0.6583
H 1.2738 -5.0958 -2.4167
H -0.0079 -5.6513 -1.3426
H -0.6180 -0.7156 -2.9187
H -0.3252 -2.6712 -4.7421
H -0.5723 -4.3042 -4.1031
H 1.0568 -3.6509 -4.2699
H 1.4914 -1.6140 1.4816
H 1.7554 -2.4370 3.7851
H 0.5899 -4.4967 4.5124
H -0.8232 -5.7536 2.9091
H -1.0666 -4.9711 0.5991


(2)
115
Properties=species:S:1:pos:R:3 method="wB97M-V/def2-TZVPD" smiles="CC[C@@H](F)[C@H]1OC(=O)OC1(CCC(C)C)CCC(C)C.O=S1(=O)OCCO1.O=S1(=O)OCCO1.O=S1(=O)OCCO1.O=S1(=O)OCCO1.O=S1(=O)OCCO1.O=S1(=O)OCCO1" largest_force_ev_per_a=5.0 orbital_gap_ev=10.404 e_homo_ev=-10.242
C 1.7547 -4.4549 -0.3645
C 1.4396 -2.8952 -0.5648
C 0.0994 -2.6334 -1.4493
F -0.4484 -1.4014 -0.9633
C 0.5631 -2.6116 -2.9751
O 0.0712 -3.6035 -3.9144
C 0.8212 -3.2482 -5.1127
O 1.1767 -4.0820 -5.9562
O 1.0755 -1.8229 -5.0755
C 0.3534 -1.3170 -3.8804
C -1.0820 -0.9864 -4.5064
C -2.2620 -0.7780 -3.4400
C -2.1775 0.5804 -2.5948
C -3.0199 0.3341 -1.2251
C -2.8263 1.8608 -3.3219
C 1.2646 -0.1298 -3.3035
C 1.3033 1.1897 -4.2323
C 2.3504 2.2130 -3.5559
C 1.5647 3.2802 -2.6295
C 3.1407 2.9244 -4.7858
H 2.8569 -4.6434 -0.0765
H 1.1036 -4.8098 0.5139
H 1.5757 -5.0528 -1.3218
H 1.2502 -2.4579 0.4876
H 2.3598 -2.3911 -1.0416
H -0.5704 -3.5354 -1.2497
H 1.7054 -2.7784 -3.0427
H -1.4543 -1.7722 -5.2614
H -0.9687 -0.0165 -5.1259
H -3.2409 -0.7117 -4.0563
H -2.3758 -1.7264 -2.8026
H -1.0857 0.8668 -2.3454
H -2.4909 0.9516 -0.4146
H -2.9351 -0.7832 -0.9550
H -4.1282 0.5661 -1.3320
H -3.9605 1.6819 -3.3912
H -2.3448 2.0899 -4.3360
H -2.7033 2.7397 -2.5802
H 0.9473 0.2295 -2.2576
H 2.3223 -0.5720 -3.1589
H 0.2305 1.5847 -4.2820
H 1.5892 0.8580 -5.2865
H 3.0505 1.6104 -2.8722
H 1.8603 4.3270 -3.0057
H 1.8352 3.1607 -1.5232
H 0.4302 3.0921 -2.7389
H 3.2984 2.1249 -5.6015
H 2.4138 3.7241 -5.1944
H 4.1178 3.3674 -4.4019
O 0.0930 -6.7808 -0.1442
S -0.7862 -7.6565 -0.8623
O -1.3153 -8.8600 -0.2973
O -0.0925 -8.0113 -2.2850
C -0.9530 -7.6081 -3.3522
C -1.7501 -6.4353 -2.8039
O -2.0195 -6.7755 -1.4418
H -1.6067 -8.4495 -3.5990
H -0.3680 -7.3340 -4.2308
H -2.6786 -6.2713 -3.3506
H -1.1564 -5.5166 -2.8124
O -5.9789 2.4457 -3.5886
S -6.3040 2.4054 -2.1936
O -5.4453 2.9346 -1.1799
O -6.6834 0.8762 -1.8065
C -8.0101 0.8303 -1.2805
C -8.7425 1.9911 -1.9357
O -7.7827 3.0458 -1.9992
H -7.9514 0.9615 -0.1964
H -8.4754 -0.1301 -1.5043
H -9.6197 2.3028 -1.3688
H -9.0404 1.7430 -2.9588
O -4.3931 0.4872 1.8857
S -3.8771 1.4658 2.7982
O -4.4422 2.7732 2.9390
O -2.2852 1.6154 2.5296
C -1.5670 1.3136 3.7265
C -2.4452 0.3324 4.4867
O -3.7821 0.7870 4.2702
H -1.4360 2.2428 4.2886
H -0.5892 0.8932 3.4884
H -2.2149 0.3062 5.5518
H -2.3601 -0.6763 4.0717
O 2.3883 2.6322 2.3254
S 2.1394 1.6166 3.3034
O 1.3894 0.4283 3.0186
O 1.5082 2.3240 4.6185
C 2.3415 2.0580 5.7516
C 3.7415 1.8826 5.1887
O 3.5588 1.1804 3.9568
H 1.9896 1.1424 6.2234
H 2.2848 2.8790 6.4670
H 4.3919 1.3215 5.8599
H 4.2005 2.8486 4.9618
O 6.0953 6.6529 3.4741
S 5.2059 5.7604 2.7930
O 4.6933 4.5669 3.3940
O 5.8692 5.3765 1.3638
C 4.9830 5.7529 0.3084
C 4.1929 6.9342 0.8495
O 3.9561 6.6227 2.2224
H 4.3275 4.9040 0.0948
H 5.5469 6.0099 -0.5889
H 3.2515 7.0823 0.3205
H 4.7815 7.8554 0.8084
O 1.6223 -1.6137 9.3877
S 2.3476 -1.0939 8.2687
O 2.4456 0.3085 7.9896
O 1.8285 -1.8514 6.9319
C 2.9274 -2.5051 6.2939
C 3.9016 -2.8371 7.4137
O 3.8455 -1.7157 8.2973
H 3.3708 -1.8065 5.5784
H 2.5862 -3.3959 5.7660
H 4.9174 -2.9897 7.0495
H 3.5782 -3.7219 7.9696


(3)
23
Properties=species:S:1:pos:R:3 method="wB97M-V/def2-TZVPD" de_lowest_kcal_mol=66.7 smiles=CC[C@@H](Br)[C@H]1CO[C@@H](O)[NH2+]1 charge=+1 largest_force_ev_per_a=3.7 orbital_gap_ev=10.127 e_homo_ev=-13.732
C 2.9678 0.9822 0.1922
C 1.9142 -0.2752 0.4928
C 1.0506 -0.7231 -0.8231
Br 1.6777 -2.5910 -1.3051
C -0.5725 -0.7740 -0.6186
C -1.2235 -1.0434 0.8600
O -2.6507 -0.6613 0.5961
C -2.5533 0.6844 -0.0491
O -2.2237 1.7552 0.9456
N -1.4169 0.4366 -1.0590
H 3.0285 1.6741 1.1589
H 4.0615 0.5869 -0.0733
H 2.4987 1.5978 -0.6947
H 2.6020 -1.1870 0.8406
H 1.2849 0.0294 1.4304
H 1.3899 -0.0418 -1.7297
H -0.9453 -1.7352 -1.2206
H -1.1258 -2.1502 1.2920
H -0.8560 -0.3328 1.7198
H -3.5668 1.1197 -0.4951
H -2.4513 1.3425 1.8521
H -1.9729 0.0353 -1.8721
H -0.9174 1.2707 -1.4400


(4)
34
Properties=species:S:1:pos:R:3 method="wB97M-V/def2-TZVPD" charge=+2 largest_force_ev_per_a=2.5 orbital_gap_ev="5.879 / 5.878" e_homo_ev="-15.196 / -15.196"
Ir -0.3148 1.5826 0.3119
N -0.6254 -0.5259 -3.3725
C -0.8026 0.3670 -2.4337
N -0.3411 0.2078 -1.1998
C 0.2821 -0.9942 -0.8338
N 0.5415 -1.2124 0.4115
N 0.1327 -0.1639 1.1732
C 0.1275 -0.1945 2.4543
C -0.3145 1.0225 3.1088
C -0.4257 1.1623 4.4717
C -0.9065 2.3663 4.9886
C -1.2666 3.3879 4.1232
C -1.1207 3.1995 2.7595
N -0.6441 2.0459 2.2643
C 0.5493 -1.9744 -1.8621
C 1.2441 -3.1603 -1.6053
C 1.4601 -4.0549 -2.6291
C 0.9832 -3.7866 -3.9159
C 0.2905 -2.6230 -4.1864
C 0.0813 -1.7242 -3.1530
H -0.9956 -0.3387 -4.2958
H -1.3328 1.2773 -2.6828
H 0.4306 -1.0846 2.9935
H -0.1561 0.3409 5.1213
H -1.0023 2.4964 6.0584
H -1.6406 4.3337 4.4882
H -1.3519 3.9780 2.0446
H 1.6058 -3.3553 -0.6054
H 2.0014 -4.9709 -2.4388
H 1.1568 -4.4983 -4.7114
H -0.0827 -2.4164 -5.1819
O 1.4081 2.2640 -0.7471
N 1.0942 3.4625 -0.7178
O -0.0654 3.5838 -0.2007